Entry 1:
ORCA calculation (wB97M-V/def2-TZVPD) on a 2-piece molecular cluster, C7H10O2Si2 overall.

Each line ends with the Mulliken spin population.
Element x y z (Å)
C: -0.73 -3.10 -1.20  -0.0389
C: 0.47 -3.15 -0.50  0.0512
C: -1.42 -1.93 -1.41  0.0774
C: 0.94 -1.99 0.06  -0.0363
C: -0.89 -0.67 -0.88  -0.0435
C: 0.20 -0.84 -0.15  0.9146
C: -1.60 0.66 -0.95  0.0846
O: 2.78 2.24 1.79  0.0490
O: 0.76 3.27 1.57  0.0632
Si: 1.99 3.19 2.79  -0.0030
Si: 1.46 2.06 0.70  0.7021
H: -1.03 -3.99 -1.60  -0.0007
H: 0.95 -4.18 -0.39  0.0090
H: -2.26 -1.85 -2.10  0.0154
H: 1.79 -1.97 0.73  0.0180
H: -1.68 0.89 -2.04  -0.0013
H: -2.69 0.74 -0.51  -0.0046
H: -0.89 1.44 -0.55  0.0009
H: 1.32 2.59 3.98  0.0009
H: 2.72 4.46 3.00  0.0084
H: 1.85 2.27 -0.64  0.1337

As for the spin multiplicity: 3. The value obtained for the HOMO energy (alpha / beta) is -7.08 / -9.31 eV. As for the expectation value of S²: 2.010. For the total energy, the calculation gives -1002.143574 Eh. The calculation puts the LUMO energy (alpha / beta) at 0.64 / -1.52 eV.

=====

Entry 2:
ORCA calculation (wB97M-V/def2-TZVPD) on an isolated ion of composition C5H8N and charge +1.

Each line ends with the Mulliken charge.
Element x y z (Å)
C: 0.18 1.67 0.14  -0.2204
C: -1.04 1.37 -0.44  -0.2614
C: 0.96 0.41 -0.36  0.1461
C: -0.58 0.05 -0.43  0.2826
C: -1.17 -1.23 -0.05  -0.9134
N: 1.66 -0.49 0.44  -0.3912
H: 0.58 2.21 1.12  0.3127
H: -2.02 1.89 -0.46  0.3931
H: 1.42 0.56 -1.26  0.4324
H: -1.22 -1.86 -1.04  0.3213
H: -2.18 -1.24 0.30  0.3582
H: -0.43 -1.71 0.64  0.2408
H: 2.63 -0.55 0.36  0.1897
H: 1.22 -1.09 1.04  0.1095

The value obtained for the HOMO energy is -14.24 eV. For the total energy, the calculation gives -249.699586 Eh. The charge is +1. The calculation puts the LUMO energy at -4.91 eV. The relative energy (zero: lowest compared OMol25 entry of this formula, charge and spin) is 329.7 kJ/mol.

=====

Entry 3:
ORCA calculation (wB97M-V/def2-TZVPD) on an isolated ion of composition C32H59N2O3S2 and charge +1.

Each line ends with the Mulliken charge.
Element x y z (Å)
C: 7.66 -1.44 2.41  -1.2131
C: 8.12 -2.41 1.32  -0.4509
C: 6.95 -3.26 0.78  -0.7567
C: 6.62 -2.96 -0.71  -0.8923
C: 5.41 -2.01 -0.87  -0.7429
C: 5.79 -0.53 -1.12  -0.4175
C: 5.13 0.12 -2.35  -1.2568
C: 4.35 1.40 -2.05  -0.7743
N: 2.87 1.15 -2.08  -0.0764
C: 2.20 2.47 -2.10  -1.3300
C: 0.67 2.37 -1.98  1.3135
C: -0.08 3.22 -3.03  -1.2717
C: -0.66 4.51 -2.47  -0.9838
C: -1.72 4.31 -1.37  0.1173
C: -2.79 5.41 -1.43  -0.9218
C: -3.88 5.26 -0.36  -0.2175
C: -3.60 6.07 0.90  -1.2069
C: 2.52 0.40 -0.91  0.0349
S: 1.96 -1.11 -1.06  -0.1601
S: 2.76 1.19 0.67  -0.2727
C: 1.46 0.49 1.70  -0.4458
C: 0.28 1.45 1.91  -1.4556
C: -0.95 1.08 1.06  1.7563
C: -2.22 0.79 1.78  0.0018
N: -3.33 1.38 1.26  0.1258
C: -4.59 1.23 1.74  -0.3187
C: -4.81 0.44 2.87  -0.8297
C: -3.69 -0.21 3.46  -0.4278
C: -2.41 -0.04 2.92  1.2799
C: -1.26 -0.80 3.55  -1.6780
O: -0.59 -1.58 2.58  -0.1856
C: -1.30 -2.76 2.21  -0.6833
C: -1.99 -2.67 0.85  -0.1497
O: -3.25 -3.31 0.96  -0.3182
C: -3.62 -4.07 -0.19  -0.4662
C: -5.14 -4.07 -0.34  -0.4547
O: -5.50 -5.33 -0.86  -0.3354
C: -6.86 -5.40 -1.25  -0.3302
C: -7.02 -5.30 -2.76  -1.0707
H: 6.77 -0.89 2.10  0.2111
H: 8.44 -0.74 2.69  0.3659
H: 7.40 -2.02 3.30  0.3492
H: 8.90 -3.06 1.73  0.3517
H: 8.58 -1.85 0.51  0.3374
H: 7.15 -4.32 0.89  0.3842
H: 6.07 -3.04 1.39  0.4047
H: 6.34 -3.91 -1.17  0.3577
H: 7.49 -2.55 -1.20  0.4697
H: 4.79 -2.36 -1.70  0.4549
H: 4.77 -2.06 0.01  0.2924
H: 6.87 -0.48 -1.24  0.6674
H: 5.55 0.03 -0.21  0.1436
H: 4.49 -0.59 -2.88  0.4844
H: 5.93 0.38 -3.05  0.4096
H: 4.51 2.15 -2.83  0.5533
H: 4.65 1.84 -1.10  0.4834
H: 2.46 3.00 -3.00  0.5090
H: 2.58 3.05 -1.25  0.4138
H: 0.31 1.34 -2.03  0.2941
H: 0.39 2.75 -0.99  -0.6769
H: -0.90 2.65 -3.48  0.3838
H: 0.62 3.48 -3.83  0.4515
H: 0.16 5.10 -2.04  0.2855
H: -1.09 5.12 -3.26  0.5432
H: -2.18 3.32 -1.47  0.1790
H: -1.24 4.37 -0.39  0.2538
H: -3.23 5.37 -2.42  0.4549
H: -2.26 6.36 -1.29  0.3327
H: -4.82 5.61 -0.79  0.3832
H: -4.04 4.20 -0.12  -0.0703
H: -2.87 5.56 1.53  0.2674
H: -3.25 7.07 0.65  0.3488
H: -4.52 6.18 1.49  0.3689
H: 1.11 -0.40 1.19  -0.0220
H: 1.89 0.13 2.63  0.4423
H: 0.61 2.44 1.59  0.6278
H: 0.02 1.56 2.96  0.5433
H: -0.73 0.29 0.35  0.4198
H: -1.16 1.96 0.44  -1.1744
H: -3.21 1.95 0.43  -0.1357
H: -5.39 1.73 1.22  0.4951
H: -5.80 0.31 3.27  0.4574
H: -3.84 -0.83 4.33  0.4669
H: -1.65 -1.44 4.34  0.5161
H: -0.54 -0.14 4.02  0.4255
H: -2.06 -3.04 2.95  0.3746
H: -0.57 -3.56 2.17  0.3632
H: -1.39 -3.16 0.09  0.4917
H: -2.16 -1.63 0.53  -0.0483
H: -3.32 -5.11 -0.02  0.2687
H: -3.18 -3.68 -1.11  0.3603
H: -5.40 -3.31 -1.09  0.2658
H: -5.63 -3.85 0.61  0.3109
H: -7.30 -6.34 -0.91  0.3414
H: -7.41 -4.57 -0.79  0.3063
H: -8.04 -5.56 -3.04  0.3756
H: -6.34 -5.99 -3.27  0.2898
H: -6.81 -4.29 -3.09  0.2607

The value obtained for the HOMO energy is -10.69 eV. For the total energy, the calculation gives -2385.977961 Eh. The charge is +1. The calculation puts the LUMO energy at -4.05 eV.

=====

Entry 4:
ORCA calculation (wB97M-V/def2-TZVPD) on H6O15S3Zn as an isolated structure.

Each line ends with the Mulliken charge.
Element x y z (Å)
Zn: -0.90 0.36 -0.08  0.4111
S: 1.32 2.84 -3.85  1.1326
O: 0.40 2.68 -2.72  -0.5859
O: 1.19 1.72 -4.78  -0.7050
O: 1.08 4.09 -4.59  -0.7803
O: 2.66 2.89 -3.35  -0.6431
S: -0.86 -4.07 2.47  1.1429
O: -1.21 -2.72 2.03  -0.5766
O: 0.59 -4.24 2.39  -0.6442
O: -1.14 -4.27 3.87  -0.7162
O: -1.49 -5.02 1.54  -0.7479
S: 3.90 0.55 1.81  1.1954
O: 4.36 -0.81 1.94  -0.6215
O: 2.56 0.51 1.26  -0.5011
O: 3.84 1.24 3.12  -0.7077
O: 4.82 1.31 0.95  -0.6595
O: -1.40 2.70 2.39  -0.5811
H: -0.70 2.92 2.99  0.3077
H: -2.19 3.04 2.81  0.2680
O: -4.54 0.42 -0.78  -0.5452
H: -5.26 0.30 -0.17  0.2779
H: -4.96 0.56 -1.63  0.2823
O: -0.86 -2.01 -2.40  -0.6043
H: -1.20 -2.91 -2.42  0.2934
H: 0.01 -2.08 -2.80  0.3082

The value obtained for the HOMO energy is 3.32 eV. For the total energy, the calculation gives -4105.621722 Eh. The charge is -4. The calculation puts the LUMO energy at 5.48 eV. The relative energy (zero: lowest compared OMol25 entry of this formula, charge and spin) is 773.2 kJ/mol.

=====

Entry 5:
ORCA calculation (wB97M-V/def2-TZVPD) on C25H35BF4GeN7RuSe as an isolated structure.

Each line ends with the Mulliken charge.
Element x y z (Å)
Ru: 1.10 -0.30 -0.37  -0.1644
C: 3.82 -0.39 0.72  -0.8205
N: 3.02 -0.99 -0.38  0.8412
C: 3.65 -0.97 -1.73  -1.1740
C: 2.62 -0.55 -2.73  -0.1444
N: 1.37 -0.25 -2.35  1.0025
C: 0.71 0.21 -3.48  0.3389
C: -0.60 0.66 -3.65  -0.5904
C: -0.97 1.04 -4.93  -0.8127
C: -0.07 0.96 -6.00  -0.5536
C: 1.22 0.50 -5.84  -1.0818
C: 1.59 0.13 -4.56  0.7941
N: 2.79 -0.35 -4.03  -0.0039
C: 2.85 -0.13 1.83  -0.3232
N: 1.54 -0.13 1.60  1.1620
C: 0.93 0.23 2.80  -0.4506
C: -0.42 0.36 3.14  0.4536
C: -0.71 0.71 4.44  -0.8968
C: 0.31 0.91 5.39  -0.7143
C: 1.64 0.76 5.07  -1.1402
C: 1.92 0.41 3.76  0.8740
N: 3.13 0.17 3.10  -0.0687
H: 4.27 0.54 0.38  0.2872
H: 4.61 -1.07 1.03  0.6023
H: 2.84 -1.97 -0.15  0.4074
H: 4.02 -1.97 -1.96  0.5126
H: 4.51 -0.29 -1.74  0.4237
H: -1.29 0.72 -2.82  0.3272
H: -1.97 1.39 -5.11  0.4595
H: -0.40 1.26 -6.99  0.4388
H: 1.90 0.42 -6.68  0.4654
H: 3.63 -0.54 -4.55  0.2743
H: -1.19 0.18 2.41  0.0650
H: -1.74 0.82 4.75  0.5205
H: 0.03 1.19 6.40  0.4405
H: 2.42 0.89 5.82  0.4736
H: 4.05 0.20 3.51  0.2762
C: 3.18 2.73 -1.21  -1.0028
C: 1.78 2.79 -0.70  0.2075
N: 0.98 1.76 -0.41  0.8713
C: -0.22 2.30 0.03  -0.5854
C: -0.14 3.65 -0.01  -0.7911
N: 1.12 3.93 -0.46  -0.0442
H: 3.44 1.71 -1.46  -0.0598
H: 3.88 3.10 -0.46  0.3535
H: 3.28 3.34 -2.10  0.4209
H: -1.06 1.69 0.33  0.2802
H: -0.85 4.42 0.24  0.4641
H: 1.50 4.86 -0.62  0.2298
C: -3.81 -1.69 2.80  -1.0640
Ge: -4.47 -0.43 1.47  0.4954
C: -6.34 -0.63 1.00  -1.1331
C: -3.91 1.41 1.79  -0.9907
C: -3.55 -0.89 -0.35  -1.2624
Se: -1.73 -1.32 -0.24  0.3082
C: -1.82 -3.22 0.07  -0.9596
H: -4.08 -1.33 3.79  0.3890
H: -2.72 -1.79 2.77  0.2884
H: -4.26 -2.67 2.67  0.3805
H: -6.95 -0.35 1.86  0.3942
H: -6.57 -1.66 0.74  0.3877
H: -6.60 0.02 0.17  0.3884
H: -4.39 1.78 2.70  0.4294
H: -4.24 2.05 0.97  0.3937
H: -2.83 1.50 1.91  0.1736
H: -3.69 0.01 -0.95  0.5804
H: -4.11 -1.74 -0.75  0.6061
H: -2.74 -3.41 0.62  0.4306
H: -0.94 -3.51 0.63  0.1877
H: -1.84 -3.71 -0.90  0.4390
F: 0.90 -4.57 -1.47  -0.1880
B: 1.63 -4.25 -0.43  0.4894
F: 0.85 -2.26 -0.30  -0.5268
F: 2.89 -3.81 -0.62  -0.2974
F: 1.27 -4.57 0.79  -0.1849

The value obtained for the HOMO energy (alpha / beta) is -16.11 / -16.11 eV. For the total energy, the calculation gives -6353.804939 Eh. The charge is +3. The calculation puts the LUMO energy (alpha / beta) at -12.10 / -12.11 eV.

=====

Entry 6:
ORCA calculation (wB97M-V/def2-TZVPD) on a 3-piece molecular cluster, C2N2O6 overall.

Each line ends with the Mulliken charge.
Element x y z (Å)
O: -4.03 0.17 1.07  -0.5886
N: -3.12 0.46 0.40  0.6436
N: -2.71 0.85 -0.57  0.5093
O: -1.86 0.85 -1.35  -0.5550
O: 0.87 -1.76 1.32  -0.2839
C: 0.01 -1.05 1.40  0.7079
O: -0.89 -0.28 1.46  -0.4324
O: 4.30 1.22 -1.47  -0.3362
C: 3.77 0.26 -1.14  0.6644
O: 3.16 -0.69 -0.98  -0.3291

The value obtained for the HOMO energy is -9.84 eV. For the total energy, the calculation gives -637.031911 Eh. The SMILES is O=NN=O.O=C=O.O=C=O. The calculation puts the LUMO energy at -0.20 eV. The relative energy (zero: lowest compared OMol25 entry of this formula, charge and spin) is 29.1 kJ/mol.

=====

Entry 7:
ORCA calculation (wB97M-V/def2-TZVPD) on a 2-piece molecular cluster, C4H5NO2 overall.

Each line ends with the Mulliken spin population.
Element x y z (Å)
C: 0.26 -0.32 0.43  0.3944
C: -0.34 0.58 -0.07  0.0691
C: -0.90 2.88 -0.84  -0.0325
C: 1.00 -1.52 0.86  -0.0242
N: -1.06 1.55 -0.59  0.5621
O: -1.59 3.63 -1.39  0.1587
O: -2.94 1.05 -1.45  0.8194
H: 0.16 2.98 -0.24  0.0116
H: 1.53 -1.14 1.71  0.0060
H: 0.20 -2.30 1.17  0.0180
H: 1.65 -2.04 -0.02  0.0412
H: -2.99 1.31 -2.39  -0.0237

As for the spin multiplicity: 3. The value obtained for the HOMO energy (alpha / beta) is -8.86 / -9.16 eV. As for the expectation value of S²: 2.031. For the total energy, the calculation gives -360.384193 Eh. The calculation puts the LUMO energy (alpha / beta) at 0.54 / -2.95 eV. The relative energy (zero: lowest compared OMol25 entry of this formula, charge and spin) is 301.2 kJ/mol.

=====

Entry 8:
ORCA calculation (wB97M-V/def2-TZVPD) on C17H17BrLa as an isolated structure.

Each line ends with the Mulliken charge.
Element x y z (Å)
C: -0.05 -0.77 -2.12  -0.8859
C: 0.38 0.59 -2.32  -0.4918
C: 1.64 0.76 -1.66  -0.2859
H: -0.11 1.31 -2.96  0.4482
C: 1.99 -0.48 -1.07  -0.6747
C: 0.98 -1.43 -1.37  -0.4439
H: 0.99 -2.50 -1.11  0.4626
H: -0.99 -1.20 -2.47  0.5524
H: 2.25 1.66 -1.69  0.4737
H: 2.93 -0.68 -0.53  0.4191
La: -0.36 0.23 0.26  1.3784
Br: -3.08 0.33 0.10  -0.5976
C: -3.27 -3.47 2.11  -0.5809
C: -2.43 -4.49 1.56  -0.5622
C: -2.81 -4.69 0.20  -0.5453
H: -1.66 -5.05 2.09  0.3877
C: -3.90 -3.80 -0.09  -0.5341
C: -4.18 -3.06 1.09  -0.5623
H: -4.98 -2.33 1.21  0.4264
H: -3.23 -3.10 3.14  0.3766
H: -2.39 -5.43 -0.49  0.3705
H: -4.42 -3.72 -1.04  0.3482
C: -0.71 2.64 0.38  -1.9974
C: 0.59 3.27 0.65  1.4389
C: 1.15 4.19 -0.25  -0.5551
C: 2.36 4.81 0.04  -0.4409
C: 3.03 4.49 1.24  -0.4512
C: 2.52 3.53 2.11  -0.6719
C: 1.30 2.92 1.84  -0.4674
H: -1.23 2.90 -0.55  0.4500
H: -1.38 2.50 1.24  0.4415
H: 0.59 4.44 -1.15  0.3041
H: 2.77 5.56 -0.63  0.3625
H: 3.95 5.02 1.48  0.3386
H: 3.05 3.29 3.03  0.3552
H: 0.84 2.23 2.56  0.4140

The value obtained for the HOMO energy is -2.61 eV. For the total energy, the calculation gives -3263.609921 Eh. The charge is -1. The calculation puts the LUMO energy at 1.69 eV. The relative energy (zero: lowest compared OMol25 entry of this formula, charge and spin) is 221.5 kJ/mol.